No. 1
20
Properties=species:S:1:pos:R:3:forces:R:3:mulliken_charge:R:1 method="wB97M-V/def2-TZVPD" e_homo_ev=-15.175 total_energy_ev=-11314.623 lumo_ev=-4.0 charge=+1 smiles=CCc1nn(C)n[n+]1C
C 0.198396 -0.348656 0.228807 -1.058 0.925 -0.263 0.364
C 2.776155 -0.668655 -0.294728 -1.881 -1.218 -0.302 -1.095
C -3.186033 -1.064443 0.030360 -0.667 1.664 3.199 -0.686
C 0.174259 2.212490 -0.405059 -0.540 0.586 1.858 -0.790
C 1.567687 -0.668730 0.691542 1.986 1.197 1.676 -0.433
N -0.801039 -1.201446 0.300638 0.655 0.191 -0.421 -0.561
N -1.592194 0.644753 -0.466123 -3.124 2.345 -1.008 -0.844
N -1.891582 -0.553586 -0.169381 4.687 0.886 0.637 0.846
N -0.366071 0.927964 -0.240515 -0.228 -5.933 1.125 0.547
H 3.501188 -1.487466 -0.187972 -0.915 -0.221 -0.078 0.329
H 3.365373 0.159818 -0.160091 1.147 2.340 0.163 0.341
H 2.276542 -0.621373 -1.244476 0.713 -0.310 -1.028 0.345
H -3.361645 -0.923483 1.143393 -0.119 0.202 -1.105 0.339
H -3.852426 -0.416803 -0.487558 -0.892 -0.371 -0.762 0.325
H -3.130312 -2.098579 0.004166 -0.432 -1.948 -1.266 0.315
H -0.147670 2.914921 0.351865 0.343 -0.290 0.873 0.324
H 1.179070 2.039940 -0.478045 2.774 0.284 0.146 0.342
H -0.143883 2.693584 -1.237016 -1.089 0.800 -3.125 0.390
H 1.846780 0.117678 1.480155 -0.678 -1.278 -0.670 0.296
H 1.587408 -1.657920 1.140039 -0.683 0.151 0.352 0.306

No. 2
112
Properties=species:S:1:pos:R:3:forces:R:3:mulliken_charge:R:1 method="wB97M-V/def2-TZVPD" e_homo_ev=-7.855 total_energy_ev=-106295.756 lumo_ev=0.6 smiles="COCCCCCCCCC[Si@@](O[Si@H](Cl)CC(=O)F)([PH2]=O)P(C)C.CCOC(C)=O.CCOC(C)=O.CCOC(C)=O.CCOC(C)=O"
C 5.081564 -1.228360 -2.909436 -0.019 -0.103 -0.058 -0.597
O 6.243626 -1.401285 -2.127046 0.096 0.161 0.044 -0.409
C 6.178785 -2.417776 -1.137071 -0.116 -0.127 -0.072 -0.682
C 5.878471 -1.864092 0.247125 0.031 0.084 -0.137 -0.795
C 4.497814 -1.212021 0.352735 -0.146 -0.061 0.135 -0.406
C 4.430472 0.267987 -0.045025 0.122 -0.030 -0.101 0.024
C 3.314307 1.062694 0.653099 -0.129 -0.070 0.009 -0.710
C 2.399357 1.725225 -0.374548 -0.086 -0.007 -0.049 -1.461
C 1.663766 0.685481 -1.247639 0.086 0.155 0.008 0.573
C 0.136952 0.601818 -1.063797 -0.073 0.039 0.072 -0.399
C -0.624189 0.874188 -2.373019 0.030 0.060 -0.177 -0.232
Si -2.385489 0.282575 -2.480899 0.041 -0.001 -0.216 -0.133
O -3.480839 1.351271 -1.802953 0.342 -0.205 0.268 0.091
Si -3.498083 2.071039 -0.343608 -0.485 0.479 -0.166 0.384
Cl -2.957362 0.805485 1.171826 0.131 -0.179 0.066 -0.256
C -5.268362 2.637923 -0.031021 -0.170 -0.223 0.205 -0.400
C -6.006247 1.769579 0.931590 0.183 -0.376 -1.403 0.227
O -6.202929 1.928815 2.073884 -0.195 0.152 1.058 -0.461
F -6.455957 0.615578 0.319725 0.205 0.443 0.189 -0.256
P -2.991875 0.212182 -4.686089 -0.283 -0.134 0.135 0.399
O -4.167464 -0.670324 -4.958511 0.094 0.075 -0.058 -0.636
P -2.697531 -1.732535 -1.588818 -0.089 -0.059 0.338 0.820
C -2.152542 -2.867453 -2.941806 0.084 0.065 -0.117 -1.384
C -4.550122 -1.813872 -1.720640 -0.007 0.162 -0.115 -1.215
H 4.998894 -0.174973 -3.179694 0.036 -0.025 -0.025 0.263
H 4.174999 -1.511432 -2.369870 0.011 0.007 -0.111 0.155
H 5.144811 -1.816466 -3.835487 -0.031 -0.042 0.053 0.362
H 7.139427 -2.939646 -1.151497 0.022 0.062 0.032 0.401
H 5.408221 -3.152156 -1.411458 0.046 0.012 0.013 0.337
H 6.653721 -1.133921 0.505626 -0.010 -0.062 0.034 0.359
H 5.953470 -2.682474 0.970547 0.003 -0.008 -0.063 0.309
H 4.125592 -1.328937 1.373717 0.136 0.076 -0.089 0.604
H 3.810805 -1.781701 -0.286140 -0.114 0.012 0.162 -0.010
H 4.248300 0.337553 -1.119673 0.212 0.039 0.053 -0.366
H 5.406333 0.733884 0.123401 -0.063 0.011 0.064 0.749
H 2.729416 0.373143 1.272344 -0.034 0.125 0.025 0.318
H 3.725066 1.820025 1.327102 0.035 -0.085 0.013 0.313
H 3.017047 2.356923 -1.020687 -0.013 0.062 0.062 0.371
H 1.686014 2.395034 0.117560 -0.015 -0.051 -0.013 0.461
H 1.868772 0.886108 -2.301290 0.011 -0.069 0.075 0.129
H 2.093648 -0.299470 -1.048873 -0.036 0.043 -0.106 -0.187
H -0.181130 1.332070 -0.311700 -0.037 -0.054 0.002 0.163
H -0.149143 -0.376442 -0.668719 0.035 0.021 -0.020 0.212
H -0.568810 1.942263 -2.619204 -0.019 -0.044 -0.059 0.408
H -0.115684 0.354610 -3.199650 0.045 0.001 0.125 -0.093
H -2.610968 3.239680 -0.301833 0.115 -0.089 -0.018 -0.183
H -5.232680 3.649302 0.376311 0.007 0.014 -0.088 0.275
H -5.760127 2.626783 -1.005227 -0.025 0.040 0.037 0.482
H -3.122779 1.538952 -5.164846 0.070 0.041 0.016 0.067
H -1.806061 -0.149815 -5.372821 0.084 0.022 -0.046 -0.039
H -2.310858 -2.499278 -3.956091 -0.072 -0.040 0.010 0.412
H -2.731673 -3.783262 -2.818064 0.050 -0.033 -0.008 0.475
H -1.100895 -3.113816 -2.792165 0.004 0.039 -0.028 0.272
H -4.979184 -1.562325 -0.749428 -0.016 -0.035 -0.041 0.230
H -4.823346 -2.837959 -1.979396 -0.001 -0.002 0.101 0.480
H -4.974162 -1.155934 -2.478440 -0.019 -0.071 -0.038 0.362
O -2.061387 -3.857215 0.980533 0.063 -0.168 0.077 -0.525
C -2.994704 -3.945967 1.726728 -0.120 0.148 -0.152 0.733
O -3.857382 -4.977521 1.559816 0.082 -0.015 0.075 -0.370
C -4.959114 -5.214627 2.443022 -0.033 0.020 -0.016 -0.407
C -6.171673 -4.384062 2.078846 0.028 0.020 -0.037 -0.900
C -3.276175 -2.893255 2.773651 0.050 -0.061 0.041 -0.812
H -4.659814 -5.062729 3.480457 0.018 0.005 0.007 0.342
H -5.172566 -6.275739 2.322264 -0.010 0.011 -0.007 0.326
H -5.977427 -3.317216 2.190174 -0.009 -0.006 0.015 0.230
H -7.011590 -4.645860 2.723521 -0.004 -0.006 0.000 0.365
H -6.457064 -4.572616 1.044039 -0.008 0.005 0.004 0.275
H -3.864332 -2.103864 2.302222 -0.006 0.004 -0.008 0.113
H -2.323018 -2.467599 3.074875 -0.001 0.017 -0.029 0.315
H -3.811925 -3.246646 3.649674 -0.021 -0.007 0.003 0.317
O 1.771576 -1.373793 -3.561998 -0.080 -0.049 -0.053 -0.624
C 1.912773 -1.570377 -4.738899 -0.027 -0.003 -0.087 0.985
O 2.366250 -0.554368 -5.503962 0.039 -0.072 0.089 -0.375
C 2.716625 -0.719306 -6.884818 -0.011 0.011 -0.056 -0.453
C 1.515710 -0.602498 -7.798508 -0.029 0.005 0.050 -1.015
C 1.540692 -2.888031 -5.377218 0.112 0.011 0.034 -1.270
H 3.252855 -1.657139 -7.032459 -0.001 -0.008 0.019 0.352
H 3.422120 0.087825 -7.074980 -0.013 -0.001 -0.002 0.352
H 0.794772 -1.400572 -7.621072 0.009 -0.009 -0.015 0.271
H 1.834010 -0.657530 -8.840072 0.002 0.006 -0.001 0.385
H 1.015330 0.352495 -7.639593 -0.002 0.003 -0.011 0.291
H 0.479367 -2.853808 -5.626353 -0.020 -0.004 -0.008 0.249
H 1.690625 -3.666903 -4.634865 -0.042 0.005 0.018 0.325
H 2.098218 -3.132397 -6.276358 -0.010 0.017 -0.021 0.439
O -4.149565 5.603206 1.268208 -0.037 -0.059 0.043 -0.596
C -4.251788 5.419367 2.454092 0.073 0.129 -0.021 0.700
O -4.885242 6.352399 3.189878 -0.038 -0.089 -0.028 -0.378
C -5.187176 6.163768 4.579957 0.017 0.017 0.025 -0.367
C -4.019317 6.524598 5.472221 0.027 0.011 -0.038 -0.924
C -3.644270 4.209760 3.120299 -0.220 -0.045 0.002 -0.142
H -5.539686 5.147915 4.757581 -0.002 -0.015 -0.016 0.330
H -6.026953 6.832966 4.758868 0.015 0.004 0.004 0.322
H -3.166655 5.866623 5.304115 -0.013 -0.006 0.016 0.272
H -4.312276 6.440450 6.519302 -0.004 0.005 0.003 0.356
H -3.703955 7.550172 5.281709 0.001 -0.002 0.009 0.288
H -2.604490 4.427998 3.364414 0.003 0.008 -0.018 0.327
H -3.674234 3.401494 2.397569 0.122 -0.057 0.019 -0.547
H -4.159540 3.879515 4.017025 0.026 0.033 0.043 0.285
O 4.553440 -1.675327 3.652378 0.025 -0.063 0.167 -0.560
C 4.911781 -0.835335 4.431279 0.046 0.091 -0.172 0.862
O 4.536142 0.442099 4.200773 -0.065 -0.053 0.074 -0.347
C 4.824306 1.517862 5.101065 0.027 0.011 -0.015 -0.434
C 6.206523 2.092195 4.876313 0.011 -0.027 -0.032 -0.984
C 5.814243 -1.154596 5.599269 -0.068 -0.010 0.019 -1.158
H 4.675890 1.204448 6.134822 -0.003 -0.015 0.006 0.371
H 4.060575 2.260974 4.876411 0.016 0.002 -0.002 0.345
H 6.985909 1.361080 5.092035 -0.007 0.010 0.017 0.269
H 6.361824 2.956003 5.523742 -0.003 0.006 -0.002 0.384
H 6.314349 2.411248 3.839842 0.006 0.004 0.005 0.277
H 6.846232 -1.095116 5.251230 0.005 0.007 0.006 0.283
H 5.616383 -2.179457 5.899748 0.018 -0.008 -0.025 0.328
H 5.701641 -0.495443 6.454770 0.003 0.018 0.002 0.347

No. 3
10
Properties=species:S:1:pos:R:3:forces:R:3:mulliken_charge:R:1 method="wB97M-V/def2-TZVPD" e_homo_ev=-14.343 total_energy_ev=-7633.318 lumo_ev=-4.9 charge=+1
C -3.047480 -0.787342 0.388831 -2.425 -2.573 0.320 -0.019
C 0.926114 0.212233 -0.482350 -2.566 1.773 -0.005 0.505
C 2.267691 0.360731 0.074528 0.045 -0.118 0.963 -0.750
N -2.365407 -0.154330 -0.280929 0.183 -2.120 2.099 0.627
N -0.236442 0.354810 -0.527948 2.138 -1.686 0.508 0.585
N -1.502770 0.604705 -0.670016 2.120 4.206 -2.974 -1.235
H -3.709872 -1.681437 0.519399 0.698 1.357 -0.046 0.384
H 2.215303 -0.462368 0.793103 0.904 -0.483 -0.172 0.284
H 2.315247 1.212839 0.797858 -0.256 -0.146 -1.073 0.299
H 3.137618 0.340157 -0.612480 -0.842 -0.211 0.380 0.319

No. 4
21
Properties=species:S:1:pos:R:3:forces:R:3:mulliken_charge:R:1 method="wB97M-V/def2-TZVPD" e_homo_ev=-12.070 total_energy_ev=-8839.162 lumo_ev=-4.0 charge=+1
C 0.141377 0.654185 0.178206 0.285 0.229 0.335 -0.952
C -0.813017 1.198138 1.249392 0.137 -0.009 0.029 0.472
C -0.649364 2.695139 1.421021 -0.381 0.255 -0.114 -1.449
N -2.220196 0.885259 1.007846 0.199 -0.119 -0.212 -0.630
H 1.184730 0.798174 0.479081 -0.038 -0.018 0.047 0.387
H -0.024874 -0.418223 0.080747 -0.070 -0.088 -0.196 0.040
H 0.026724 1.168831 -0.777944 -0.236 -0.127 -0.077 0.343
H -0.537878 0.714657 2.191113 -0.080 -0.009 0.050 0.270
H -1.372983 3.072745 2.144602 0.112 -0.081 0.068 0.360
H 0.350805 2.971311 1.742516 0.113 -0.026 0.009 0.378
H -0.862993 3.213871 0.480377 0.092 -0.045 -0.021 0.347
H -2.337920 -0.115074 0.885125 -0.129 0.040 0.067 0.224
H -2.535417 1.324408 0.147601 -0.048 0.056 0.067 0.255
N 1.752394 -2.730279 -0.475287 0.088 0.036 -0.208 -0.295
C 0.790856 -2.401145 -1.299348 0.222 0.375 0.287 0.133
N 0.978085 -1.792384 -2.438999 -0.008 -0.049 -0.187 -0.294
H 2.715149 -2.506767 -0.684423 0.034 -0.056 0.063 0.222
H 1.558986 -3.104468 0.440311 -0.112 -0.122 -0.065 0.264
H -0.225864 -2.594979 -0.995944 -0.129 -0.114 0.007 0.441
H 0.187155 -1.469458 -2.974807 -0.028 -0.132 -0.035 0.260
H 1.894245 -1.563943 -2.801186 -0.022 0.005 0.088 0.224

No. 5
12
Properties=species:S:1:pos:R:3:forces:R:3:mulliken_charge:R:1 method="wB97M-V/def2-TZVPD" e_homo_ev=-15.416 total_energy_ev=-6298.788 lumo_ev=-6.5 charge=+1
C -0.378535 -1.678193 0.659147 -0.889 -2.532 0.489 -0.660
C 0.430002 0.697328 -1.867325 -1.595 -0.644 2.747 0.147
C -0.198732 -0.503707 0.160768 0.939 1.525 -0.856 0.804
C 0.007634 0.669373 1.016450 0.106 2.776 -2.196 -1.365
O 0.022444 -0.353022 -1.293664 0.925 0.364 -0.757 -0.136
H -0.493484 -2.669099 0.158759 0.198 1.150 0.395 0.324
H -0.487879 -1.585617 1.756441 0.069 -0.706 -0.723 0.262
H 0.660839 0.658616 -2.905427 0.140 -0.223 -0.768 0.305
H 0.403482 1.614626 -1.248655 0.552 -0.311 -0.705 0.189
H -0.816063 0.732756 1.665082 -0.594 -0.159 1.537 0.387
H 1.000226 0.774883 1.438879 -0.023 -0.348 0.391 0.343
H -0.149932 1.642058 0.459547 0.172 -0.891 0.446 0.401

No. 6
11
Properties=species:S:1:pos:R:3:forces:R:3:mulliken_charge:R:1 method="wB97M-V/def2-TZVPD" e_homo_ev=-9.510 total_energy_ev=-7661.490 lumo_ev=0.9 smiles=Cc1c[nH]nn1
C 1.383373 -0.620792 -0.800951 0.129 0.008 -0.035 -1.004
C 0.284747 -0.079956 0.055925 -0.071 -0.023 -0.135 0.432
C -0.991387 0.292502 -0.285993 0.052 -0.023 0.089 -0.270
N -1.535096 0.698074 0.884877 -0.072 0.037 0.016 0.224
N -0.665484 0.590934 1.893081 -0.014 -0.021 -0.202 -0.634
N 0.434587 0.119915 1.397696 -0.103 0.028 -0.102 -0.201
H 1.532155 -0.014505 -1.700168 -0.055 -0.059 0.144 0.278
H 1.186336 -1.646639 -1.124012 -0.033 0.085 0.066 0.242
H 2.317081 -0.623449 -0.236435 -0.098 0.016 -0.020 0.318
H -1.529655 0.287483 -1.223293 0.083 0.046 0.197 0.399
H -2.457207 1.067934 1.064733 0.183 -0.094 -0.020 0.216

| no. | gap between HOMO and LUMO (hartree) |
| --- | --- |
| 1 | 0.4100 |
| 2 | 0.3107 |
| 3 | 0.3475 |
| 4 | 0.2980 |
| 5 | 0.3275 |
| 6 | 0.3820 |